No. 1
ORCA calculation (ωB97M-V/def2-TZVPD) on 2 unconnected molecules or ions with the total composition C5H12ClNOS in a non-equilibrium geometry.

The geometry in ORCA input format:
```
! RIJCOSX wB97M-V def2-TZVPD def2/J DEFGRID3
* xyz 0 1
C 0.2622 -1.8622 -0.4083
H 1.6694 -0.0529 -1.0424
H -2.5368 0.4609 0.0896
H 1.5296 -1.6825 1.3877
C -3.5061 0.3531 -0.4305
C 1.5716 -1.6334 0.2944
O -0.2796 3.6072 0.2196
H -0.4601 -1.0362 -0.1587
N 0.2377 1.2923 0.8246
S -0.7522 2.2946 0.3901
H 2.1039 1.9509 0.4640
H 3.1641 -0.0478 -0.0754
H 2.0503 0.7029 1.8572
C 1.6138 0.9666 0.8706
H -0.2160 -2.8327 -0.2546
H -4.4859 0.3786 0.0840
C 2.0489 -0.2271 -0.0576
H -3.3898 -0.3959 -1.2314
Cl -3.5587 1.9639 -1.3465
H 0.5702 -1.8686 -1.4931
H 2.3635 -2.3317 0.0167
*
```

max |F| = 3.4 eV/A

---

No. 2
ORCA calculation (ωB97M-V/def2-TZVPD) on 2 unconnected molecules or ions with the total composition C5H12ClP in a non-equilibrium geometry.

The geometry in ORCA input format:
```
! RIJCOSX wB97M-V def2-TZVPD def2/J DEFGRID3
* xyz 0 1
H -2.5410 -0.9670 1.3387
C -0.7502 -0.3140 0.7001
C 1.4292 0.5919 -0.2565
Cl -0.4349 -2.3979 -4.5983
H -1.6260 1.6200 1.2319
P 0.2794 -2.2870 -2.7124
C -1.4786 1.0167 0.4197
H -0.9695 1.5186 -0.4575
H 2.4796 0.1946 -0.4742
C -1.5250 -1.2221 1.3234
H -2.5104 0.7561 0.0269
H -0.0856 -3.5638 -2.4028
H -1.2538 -2.1744 1.6365
H 0.9871 -1.3000 -0.1811
H 1.0055 0.7862 -1.3586
C 0.7236 -0.4824 0.4864
H 1.4863 1.6644 0.1369
H 1.6293 -2.7535 -2.9162
H 1.3491 -0.6975 1.3788
*
```

max |F| = 5.1 eV/A
SMILES = C=C(C)CC.PCl

---

No. 3
ORCA calculation (ωB97M-V/def2-TZVPD) on a molecular structure, C5H12CsNO4S2 in a non-equilibrium geometry.

The geometry in ORCA input format:
```
! RIJCOSX wB97M-V def2-TZVPD def2/J DEFGRID3
* xyz 0 1
C -0.0035 -1.5113 -0.9081
C -0.0770 1.6898 -1.9098
C -1.0962 -0.3804 -0.4181
Cs -3.8399 2.1189 -1.7793
H -2.7312 2.0097 -0.3738
S 2.0194 -1.8592 2.8772
S 1.6352 -1.4525 0.0282
H 0.8606 2.3822 -1.7622
H -1.3139 3.2469 0.2246
H 0.1436 -1.5024 -2.0828
C -1.7152 2.1244 0.2263
H -0.9157 2.3183 -2.4317
O 1.5079 -3.3298 2.8506
H -0.4856 -2.5656 -0.6373
H -1.5909 -0.7315 0.5864
O 1.5106 -1.2674 4.2495
H 0.4807 1.2472 0.2574
O 2.3384 -2.8296 -0.0301
N 1.3398 -0.8371 1.6349
H 0.2912 0.7734 -2.5642
H -1.9759 -0.3710 -1.2251
O 2.5321 -0.4035 -0.7292
C -0.5029 1.1548 -0.3892
H 3.4462 -1.7725 2.9606
H -1.8577 1.7483 1.3455
*
```

max |F| = 7.7 eV/A

---

No. 4
ORCA calculation (ωB97M-V/def2-TZVPD) on a molecular structure, C5H12F7MgNO7S2 in a non-equilibrium geometry.

The geometry in ORCA input format:
```
! RIJCOSX wB97M-V def2-TZVPD def2/J DEFGRID3
* xyz 0 1
H 1.0975 1.5388 5.2952
C 0.2442 1.5344 5.9734
F -0.2276 4.7497 -0.2728
C 3.4811 3.0108 -4.2742
C -2.8045 -2.6306 -1.7595
H -3.1665 -3.6583 -1.7315
H -3.4601 -2.0429 -2.4020
Mg 2.0856 -0.6487 -0.7513
C -0.0051 3.4581 -0.5943
F 0.8322 -1.5914 1.9164
O 1.1026 4.5884 -2.8123
H -0.2650 0.1793 4.7818
H -0.8855 -6.8173 2.9743
S 1.6740 2.1590 -4.3573
F 1.0298 2.9900 0.1104
H -2.8934 -2.1756 -0.7729
N 1.2796 2.1046 -2.6210
H -2.6072 -6.6542 3.5656
O -1.4750 -5.0072 3.9019
F 4.2403 2.2564 -3.4544
H -2.0696 -5.9037 2.0480
O 1.8423 0.7696 -4.7863
O 0.9157 3.0196 -5.2476
H -1.0917 -3.2663 -2.2166
O -0.4432 0.3224 5.7142
F 3.4498 4.2497 -3.7922
H -0.9839 -4.3958 3.3482
H 0.5171 1.6309 7.0243
S 0.3768 3.3880 -2.5295
O -1.4622 -2.3827 -2.1566
F 3.9926 3.0289 -5.5083
C -1.7667 -6.1812 3.0576
H -0.4778 2.3202 5.7513
O -0.9735 3.3069 -3.1066
F -1.1026 2.7501 -0.3153
*
```

max |F| = 5.5 eV/A

---

We obtain HOMO-LUMO gap values of 0.362; 0.362; 0.222; 0.144 Eh for the records listed above, in that order.
We obtain ΔE to the lowest compared entry with this formula, charge and spin values of 20.1; 63.2; 114.9; 255.6 kcal per mole for the records listed above, in that order.
We obtain HOMO level values of -0.3618; -0.3366; -0.2933; -0.3683 hartree for the records listed above, in that order.